(1)
Density functional theory data (ωB97M-V/def2-TZVPD) for a structure of composition C18H20N4O7RuS2.

```
52
Properties=species:S:1:pos:R:3:forces:R:3
Ru -1.140665 0.148409 -0.246300 0.064 0.066 -0.155
O 0.066740 2.914954 2.760724 -0.012 -0.054 0.033
C -0.996392 2.610572 2.023052 -0.052 0.056 -0.010
O -1.060884 2.803474 0.834389 0.017 0.065 -0.017
C -2.133602 1.955144 2.782564 0.019 -0.056 -0.012
O -2.885855 1.126866 1.934275 -0.040 -0.046 -0.016
C -3.931131 1.764364 1.210636 0.024 0.101 -0.071
C -3.633066 2.095485 -0.261449 -0.136 -0.078 0.070
O -4.285834 3.005268 -0.755779 0.046 -0.005 -0.001
O -2.821734 1.320752 -0.877612 0.152 -0.080 0.016
H 0.825596 2.949550 2.115358 0.044 0.012 -0.021
H -2.760119 2.730762 3.239371 0.022 0.023 0.007
H -1.713138 1.332466 3.568928 -0.005 -0.005 0.011
H -4.243999 2.685896 1.705174 0.007 -0.003 0.028
H -4.775071 1.069102 1.200641 0.012 0.004 0.020
S -2.645321 -1.702380 -0.614755 0.009 -0.186 0.054
C -1.740626 -3.175792 -0.901466 0.089 0.226 0.060
C -2.439103 -4.369288 -1.097957 0.051 -0.125 -0.028
C -1.772973 -5.556364 -1.350897 -0.116 0.027 0.013
C -0.383968 -5.563106 -1.416324 0.127 0.070 0.009
C 0.323442 -4.387544 -1.226699 -0.083 -0.170 -0.021
C -0.330478 -3.179011 -0.963020 -0.017 0.233 0.076
S 0.603400 -1.722506 -0.714943 -0.083 -0.141 -0.121
H -3.521008 -4.349834 -1.051590 -0.003 0.013 0.003
H -2.335021 -6.470352 -1.500323 0.002 -0.003 -0.001
H 0.150355 -6.483885 -1.619639 -0.006 -0.007 -0.001
H 1.405122 -4.387500 -1.285872 0.007 0.012 0.004
C 2.428379 -2.284862 2.321064 0.006 -0.008 -0.005
N 2.183948 -0.850606 2.323412 -0.079 -0.076 -0.021
C 3.255779 0.059751 2.692153 0.002 0.043 0.006
C 0.970006 -0.406457 2.118416 0.137 0.100 0.044
N -0.107822 -0.021007 1.945546 -0.196 -0.040 -0.031
H 2.603278 -2.650932 3.337037 -0.007 0.003 0.004
H 3.302877 -2.497434 1.704637 -0.002 0.010 -0.006
H 1.574970 -2.789634 1.875642 -0.001 -0.003 0.006
H 3.467804 0.000545 3.764076 0.001 -0.017 -0.007
H 2.974138 1.073476 2.417643 -0.006 -0.005 -0.008
H 4.154577 -0.213476 2.137150 -0.002 -0.003 -0.011
C 1.017943 1.999658 -4.391560 -0.018 0.000 0.009
N 1.379083 2.082474 -2.987466 -0.043 -0.006 0.010
C 2.378664 2.889726 -2.532202 0.020 -0.018 -0.012
C 2.623733 3.028269 -1.221056 -0.016 0.047 -0.006
C 1.799823 2.303036 -0.261814 0.116 -0.140 0.027
O 2.002221 2.446262 0.964844 -0.057 0.024 0.002
N 0.859247 1.466484 -0.756481 -0.035 0.099 0.075
C 0.575820 1.415648 -2.072311 0.078 0.093 -0.036
O -0.403777 0.781984 -2.482976 -0.057 -0.046 0.035
H 1.826839 2.421569 -4.985625 0.003 0.003 0.002
H 0.093038 2.543812 -4.585326 0.001 -0.004 -0.001
H 0.859171 0.959370 -4.665157 0.012 -0.003 -0.005
H 2.948499 3.403958 -3.295660 -0.002 -0.001 0.001
H 3.407110 3.672884 -0.854475 0.002 -0.001 -0.005
```
Forces are in eV/Å.

The calculation puts the relative energy (zero: lowest compared OMol25 entry of this formula, charge and spin) at 19.2 kcal per mole. The HOMO energy (alpha / beta) is -3.82 / -4.41 eV. The total charge is -1. The LUMO energy (alpha / beta) comes out at 2.65 / 1.98 eV. For the HOMO-LUMO gap (alpha / beta), the calculation gives 6.4655 / 6.3838 eV. The largest force on an atom comes out at 0.25 eV Å⁻¹. Its total energy is -2334.9802 a.u. As for the multiplicity: 6. As for the expectation value of S²: 8.77.

Löwdin population analysis, charges in e, atoms 1 to 8: 1.189, 0.084, -0.544, 0.082, -0.150, -0.173, -0.121, -0.661

***

(2)
Density functional theory data (ωB97M-V/def2-TZVPD) for the molecule C18H20N8O.

```
47
Properties=species:S:1:pos:R:3:forces:R:3
O 3.790651 -1.324351 0.097210 0.695 -0.607 0.337
N -0.378558 0.389905 1.013887 1.499 0.056 -0.370
N 1.053592 -1.508771 3.770671 -0.470 0.233 1.383
N -1.515946 -0.463502 2.801747 2.328 -0.826 0.287
C 2.620546 -1.210012 0.442163 0.459 0.792 -1.425
C -0.277738 -0.376304 2.085111 -1.467 0.149 0.949
C 1.004608 -1.064624 2.531928 -0.669 -0.421 -0.152
C 2.198751 -1.480132 1.835762 -0.870 0.265 -0.215
C 2.910872 -2.201849 2.769806 1.113 -0.625 -0.099
C -4.555336 2.826290 -0.383440 -0.982 -0.709 1.449
C -3.644566 0.660476 2.334543 -2.091 0.759 -0.331
C -1.654988 0.858003 1.018454 0.068 2.139 -4.346
C -2.310843 1.677752 0.073203 0.789 -1.120 1.733
C -4.333701 1.465584 1.387213 0.177 -2.417 2.917
C -2.304066 0.309773 2.095153 -2.357 -0.348 2.195
C -3.684721 1.974658 0.273727 1.048 1.062 -1.316
N 2.217834 -2.161808 3.924936 -0.300 0.241 -0.771
N -5.770501 2.807858 0.327292 1.805 0.035 -0.742
N -5.667741 1.824499 1.347251 0.202 0.574 -1.032
N 0.604785 0.729516 -4.070476 -0.418 1.013 -1.084
N 1.706328 -0.753763 -0.455208 -0.333 -0.942 1.981
C 4.216961 -2.978271 2.710681 -0.991 0.217 -0.438
C 1.691578 1.520701 -3.417390 -0.419 -0.837 0.367
C 0.810740 -0.740380 -4.098221 0.768 1.171 1.708
C 1.764890 1.111058 -1.962493 0.618 -0.450 0.129
C 0.876202 -1.196541 -2.621467 0.140 0.007 -1.350
C 1.931398 -0.422169 -1.844209 -0.725 0.700 0.710
H -4.337491 3.427886 -1.277441 -0.695 -0.281 0.579
H -4.185269 0.312871 3.214026 0.240 -0.083 -0.175
H -1.810063 2.132958 -0.734583 0.704 0.267 -0.839
H 2.556847 -2.526784 4.818487 -0.721 0.309 -0.567
H -6.624949 2.969329 -0.187746 -0.226 -0.313 0.435
H -6.314372 1.791125 2.139388 0.428 0.487 -0.647
H -0.310667 0.989941 -3.671789 0.776 -0.390 -0.219
H 0.786433 -0.531208 -0.037582 0.553 0.199 -0.806
H 4.979057 -2.342430 3.121773 0.666 0.199 -0.020
H 4.181299 -3.898991 3.309572 -0.194 0.248 -0.158
H 4.433679 -3.220767 1.664641 0.132 0.148 0.356
H 2.648488 1.226621 -3.876837 -0.294 0.299 -0.220
H 1.581798 2.631389 -3.454816 -0.271 -0.902 -0.597
H 0.016296 -1.293998 -4.596724 -0.009 0.406 -0.336
H 1.785896 -0.915336 -4.596146 -0.558 -0.057 0.086
H 0.849885 1.342372 -1.438640 -0.493 0.338 0.116
H 2.570901 1.637043 -1.421138 -0.137 -0.345 -0.159
H 1.088167 -2.254183 -2.581650 0.185 -0.487 0.244
H -0.119424 -1.061440 -2.194148 0.002 0.164 0.186
H 2.922457 -0.689997 -2.186482 0.292 -0.314 0.266
```
Forces are in eV/Å.

The calculation puts the relative energy (zero: lowest compared OMol25 entry of this formula, charge and spin) at 0.0 kcal per mole. The HOMO energy is -7.76 eV. The LUMO energy comes out at -1.02 eV. For the HOMO-LUMO gap, the calculation gives 6.7410 eV. The largest force on an atom comes out at 4.84 eV Å⁻¹. Its total energy is -1211.1476 a.u. As for the SMILES: Cc1[nH]nc(-c2nc3cc4c[nH][nH]c4cc3n2)c1C(=O)NC1CCNCC1.

Löwdin population analysis, charges in e, atoms 1 to 8: 0.033, 0.107, 0.086, 0.158, -0.427, -0.197, -0.145, -0.032